Molecular formula: CH6N2
Method: DFT, ωB97M-V with the def2-TZVPD basis set

Summary:
E_HOMO in eV: -8.3
Spin multiplicity: 1
E in eV: -4111.1431

Last column: Mulliken charge in e.
Cartesian coordinates (Å):
C 1.01 -0.86 -1.01  -1.24
N -1.91 1.31 1.56  -0.03
N -2.06 0.29 0.94  -0.44
H 0.78 -1.08 -0.01  0.26
H 0.30 -0.14 -1.26  0.34
H 0.60 -1.58 -1.66  0.30
H -1.79 2.23 1.13  0.23
H -1.89 1.30 2.70  0.25
H 1.89 -0.50 -1.32  0.33



Molecular formula: CH6N2O
Method: DFT, ωB97M-V with the def2-TZVPD basis set

Summary:
E_HOMO in eV: -8.1
Spin multiplicity: 1
E in eV: -6156.3366

Last column: Mulliken charge in e.
Cartesian coordinates (Å):
C -1.18 -0.53 0.02  -0.43
N 0.68 1.01 0.47  -0.25
N 1.01 -0.26 -0.08  -0.43
O -0.54 1.28 -0.14  -0.41
H 1.33 1.71 0.10  0.24
H 1.70 -0.76 0.49  0.25
H 1.24 -0.24 -1.07  0.24
H -1.38 -0.45 1.08  0.26
H -1.98 -0.21 -0.62  0.26
H -0.88 -1.54 -0.25  0.25



Molecular formula: CH6N2O
Method: DFT, ωB97M-V with the def2-TZVPD basis set

Summary:
SMILES string: [H]/N=N\[H].CO
E_HOMO in eV: -7.9
Spin multiplicity: 1
E in eV: -6158.2362

Last column: Mulliken charge in e.
Cartesian coordinates (Å):
C 0.45 0.93 -1.54  -0.48
H -0.34 0.19 -1.44  0.19
H 1.28 0.62 -0.91  0.23
H 0.79 0.95 -2.59  0.26
H 0.59 2.84 -1.31  0.29
H -1.15 -3.22 2.01  0.20
H -0.19 -0.94 3.05  0.17
N -0.80 -2.31 1.71  -0.20
N -0.53 -1.23 2.14  -0.17
O -0.09 2.17 -1.13  -0.50



Molecular formula: CH6N2O
Method: DFT, ωB97M-V with the def2-TZVPD basis set

Summary:
SMILES string: NNCO
E_HOMO in eV: -9.0
Spin multiplicity: 1
E in eV: -6159.1892

Last column: Mulliken charge in e.
Cartesian coordinates (Å):
C 0.10 -1.03 0.35  -0.15
N -0.35 1.26 -0.32  -0.44
N -0.03 0.68 0.91  -0.39
O 0.11 -1.31 -1.02  -0.52
H 1.01 -1.63 0.72  0.27
H -0.83 -1.32 0.75  0.25
H 0.39 1.18 -1.00  0.20
H -0.62 2.21 -0.22  0.22
H 0.86 0.82 1.30  0.21
H -0.64 -0.85 -1.48  0.35



Molecular formula: CH6N2O
Method: DFT, ωB97M-V with the def2-TZVPD basis set

Summary:
SMILES string: C=[NH+][O-].N
E_HOMO (spin up / spin down) in eV: -9.1 / -9.1
Spin multiplicity: 1
E in eV: -6158.5126

Last column: Mulliken charge in e.
Cartesian coordinates (Å):
C -0.70 -0.08 -0.28  -0.40
N -1.54 -1.12 0.18  0.09
N 3.34 0.85 -0.77  -0.64
O -2.61 -1.10 0.83  -0.51
H -1.08 0.95 -0.04  0.29
H 0.13 -0.22 -0.98  0.26
H -1.14 -2.08 -0.28  0.27
H 2.46 0.85 -0.20  0.21
H 4.15 1.37 -0.26  0.23
H 3.58 -0.05 -0.96  0.21



Molecular formula: CH6N2O2
Method: DFT, ωB97M-V with the def2-TZVPD basis set

Summary:
E_HOMO (spin up / spin down) in eV: -9.1 / -9.1
Spin multiplicity: 1
E in eV: -8204.0869

Last column: Mulliken charge in e.
Cartesian coordinates (Å):
C 2.17 0.64 -0.38  -0.01
N 1.09 0.10 -0.04  0.17
N -2.84 0.06 0.11  -0.68
O 1.02 -1.33 0.06  -0.40
O 3.33 0.45 -0.34  -0.35
H 1.74 2.50 -0.04  0.04
H 0.14 0.40 0.15  0.20
H -3.21 -0.28 1.06  0.24
H -3.44 -0.48 -0.45  0.23
H -1.85 -0.40 0.08  0.22
H 1.87 -1.65 -0.21  0.32



Molecular formula: CH6N2O2
Method: DFT, ωB97M-V with the def2-TZVPD basis set

Summary:
SMILES string: O=CNO.N
E_HOMO in eV: -9.1
Spin multiplicity: 1
E in eV: -8207.2838

Last column: Mulliken charge in e.
Cartesian coordinates (Å):
C -2.20 -0.56 -0.29  0.11
N -1.31 0.37 0.16  0.04
N 1.55 -0.23 -0.21  -0.88
O -1.88 1.59 0.60  -0.46
O -3.40 -0.47 -0.37  -0.54
H -1.71 -1.67 -0.73  0.18
H -0.23 0.34 -0.09  0.42
H 1.84 -0.97 -0.91  0.27
H 2.38 0.40 -0.18  0.26
H 1.72 -0.74 0.64  0.26
H -2.85 1.75 0.30  0.35



Molecular formula: CH6N2O2
Method: DFT, ωB97M-V with the def2-TZVPD basis set

Summary:
SMILES string: NC(N)=O.O
E_HOMO in eV: -9.7
Spin multiplicity: 1
E in eV: -8210.3587

Last column: Mulliken charge in e.
Cartesian coordinates (Å):
N 0.42 0.66 0.25  -0.38
C -0.17 -0.32 1.00  0.55
N 0.64 -0.92 1.92  -0.37
O -1.33 -0.68 0.86  -0.62
H 1.43 0.65 0.24  0.22
H 0.02 0.92 -0.64  0.24
H 1.58 -0.78 2.24  0.16
H 0.24 -1.60 2.54  0.22
H -0.58 0.27 -3.39  0.30
H -1.59 1.03 -2.45  0.32
O -0.67 0.78 -2.58  -0.65



Molecular formula: CH6N2O2
Method: DFT, ωB97M-V with the def2-TZVPD basis set

Summary:
SMILES string: NC(N)=O.O
E_HOMO in eV: -10.3
Spin multiplicity: 1
E in eV: -8210.2394

Last column: Mulliken charge in e.
Cartesian coordinates (Å):
N -1.58 -0.42 0.15  -0.37
C -0.40 0.04 0.63  0.63
N 0.02 -0.35 1.90  -0.46
O 0.25 0.87 0.01  -0.66
H -1.67 -0.32 -0.85  0.22
H -2.30 -0.96 0.61  0.18
H -0.66 -0.92 2.37  0.20
H 0.45 0.46 2.32  0.25
H 0.99 -0.38 -2.85  0.29
H 1.31 0.69 -1.71  0.36
O 1.67 0.02 -2.28  -0.64



Molecular formula: CH6N2O2S
Method: DFT, ωB97M-V with the def2-TZVPD basis set

Summary:
E_HOMO in eV: -9.9
Spin multiplicity: 1
E in eV: -19043.5575

Last column: Mulliken charge in e.
Cartesian coordinates (Å):
C 0.70 -0.23 -0.62  -0.27
N -2.77 1.18 0.27  -0.43
N 2.09 -0.50 -0.35  -0.58
O -0.20 -0.73 0.34  -0.52
O -4.35 -0.78 0.16  -0.49
S -3.22 -0.09 -0.42  0.64
H 0.58 0.86 -0.73  0.31
H 0.43 -0.72 -1.56  0.29
H -3.21 1.55 1.10  0.28
H 2.38 -0.11 0.54  0.22
H 2.25 -1.50 -0.32  0.26
H -0.18 -0.17 1.13  0.29



Molecular formula: CH6N2O2S
Method: DFT, ωB97M-V with the def2-TZVPD basis set

Summary:
E_HOMO in eV: -10.1
Spin multiplicity: 1
E in eV: -19039.9741

Last column: Mulliken charge in e.
Cartesian coordinates (Å):
C 1.86 0.04 0.00  -0.99
N -1.12 -1.39 0.50  -0.42
N -0.52 1.64 -0.15  -0.03
O -2.23 -0.10 -1.32  -0.53
O -1.39 1.31 0.69  -0.17
S -2.33 -0.54 0.06  0.51
H 1.44 0.97 0.38  0.29
H 2.23 0.11 -1.07  0.25
H 1.11 -0.74 0.07  0.16
H -1.21 -2.16 1.18  0.25
H -0.52 1.04 -0.94  0.32
H 2.68 -0.18 0.59  0.36



Molecular formula: CH6N2O3
Method: DFT, ωB97M-V with the def2-TZVPD basis set

Summary:
E_HOMO in eV: -8.8
Spin multiplicity: 1
E in eV: -10254.2117

Last column: Mulliken charge in e.
Cartesian coordinates (Å):
C 0.55 -0.03 -0.53  0.62
N 1.03 0.64 0.51  -0.37
N 0.56 0.45 -1.78  -0.40
O 0.38 -1.31 -0.41  -0.13
O 0.17 -1.67 0.93  -0.71
O -1.73 0.01 1.11  -0.73
H -2.54 -0.31 1.51  0.29
H -1.08 -0.81 1.16  0.41
H 0.89 0.06 1.35  0.35
H 0.97 1.64 0.57  0.23
H 0.14 -0.11 -2.50  0.24
H 0.66 1.44 -1.93  0.20



Molecular formula: CH6N2O3S
Method: DFT, ωB97M-V with the def2-TZVPD basis set

Summary:
E_HOMO (spin up / spin down) in eV: -4.2 / -10.5
Spin multiplicity: 3
E in eV: -21083.8367

Last column: Mulliken charge in e.
Cartesian coordinates (Å):
C 0.81 1.02 0.55  -0.73
N 0.31 -0.93 1.70  -0.45
N -1.01 -0.81 -0.85  -0.77
O 0.66 0.46 -2.23  -0.55
O -1.26 1.70 -1.26  -0.54
O 1.31 -0.16 1.00  -0.02
S -0.25 0.68 -1.14  1.04
H 0.09 1.50 1.22  0.39
H 1.62 1.65 0.23  0.40
H -0.29 -1.34 0.98  0.36
H 0.84 -1.67 2.15  0.27
H -2.01 -0.67 -0.73  0.29
H -0.82 -1.43 -1.62  0.29



Molecular formula: CH6N2OS2
Method: DFT, ωB97M-V with the def2-TZVPD basis set

Summary:
E_HOMO (spin up / spin down) in eV: -5.8 / -8.7
Spin multiplicity: 3
E in eV: -27826.0485

Last column: Mulliken charge in e.
Cartesian coordinates (Å):
C -1.20 -0.54 0.18  -0.64
N 2.28 1.09 0.12  -0.47
N -0.16 -0.17 -0.66  -0.47
O 2.09 -1.44 0.45  -0.52
S -3.34 -0.01 -0.11  -0.10
S 1.94 -0.39 -0.52  0.42
H -3.56 1.27 -0.39  0.22
H -1.59 -1.53 0.16  0.35
H -1.08 -0.22 1.20  0.44
H 1.86 1.21 1.10  0.27
H 3.25 1.36 -0.12  0.27
H -0.49 -0.62 -1.42  0.23



Molecular formula: CH6N2S
Method: DFT, ωB97M-V with the def2-TZVPD basis set

Summary:
E_HOMO in eV: -6.9
Spin multiplicity: 1
E in eV: -14948.0514

Last column: Mulliken charge in e.
Cartesian coordinates (Å):
S -0.02 0.44 1.90  -0.72
H 0.49 -0.40 2.78  0.00
N 1.11 0.01 -0.75  -0.32
C -0.15 0.37 -0.83  -0.10
N -1.17 -0.47 -0.76  -0.43
H 1.32 -0.97 -0.52  0.29
H 1.69 0.68 -0.27  0.30
H -0.26 1.44 -0.94  0.33
H -2.07 0.00 -0.64  0.29
H -0.92 -1.10 0.03  0.36



Molecular formula: CH6N2S
Method: DFT, ωB97M-V with the def2-TZVPD basis set

Summary:
E_HOMO in eV: -6.3
Spin multiplicity: 1
E in eV: -14947.9830

Last column: Mulliken charge in e.
Cartesian coordinates (Å):
S 0.49 -1.96 -1.95  -0.74
H 1.78 -1.90 -1.80  -0.03
N 0.33 0.94 1.35  -0.36
C -0.39 0.85 0.23  0.20
N -0.89 -0.26 -0.16  -0.32
H 0.58 0.16 1.93  0.22
H 0.80 1.82 1.54  0.22
H -0.45 1.75 -0.36  0.32
H -1.25 -0.25 -1.10  0.27
H -1.01 -1.14 0.33  0.22



Molecular formula: CH6N2S2
Method: DFT, ωB97M-V with the def2-TZVPD basis set

Summary:
SMILES string: [H]/N=C/N.SS
E_HOMO in eV: -8.7
Spin multiplicity: 1
E in eV: -25783.8055

Last column: Mulliken charge in e.
Cartesian coordinates (Å):
S -0.61 2.48 -2.21  -0.17
S -2.20 1.45 -1.21  -0.13
H -0.67 3.59 -1.46  0.14
H -2.33 2.59 -0.54  0.14
N 1.10 -0.90 -0.08  -0.41
C 0.88 -1.42 1.17  0.09
N -0.18 -2.03 1.50  -0.61
H 1.89 -1.19 -0.63  0.21
H 0.41 -0.59 -0.74  0.20
H 1.76 -1.46 1.82  0.31
H -0.04 -2.52 2.38  0.24



Molecular formula: CH6N2S2
Method: DFT, ωB97M-V with the def2-TZVPD basis set

Summary:
SMILES string: [H]/N=C/N.SS
E_HOMO in eV: -9.6
Spin multiplicity: 1
E in eV: -25784.3124

Last column: Mulliken charge in e.
Cartesian coordinates (Å):
S 5.24 1.14 -2.69  -0.17
S 3.96 2.48 -3.64  -0.18
H 4.26 0.55 -1.96  0.18
H 3.46 1.74 -4.64  0.17
N -2.28 0.20 1.56  -0.56
C -2.25 -1.17 1.87  0.11
N -3.18 -1.92 1.47  -0.59
H -1.66 0.76 2.13  0.26
H -3.18 0.61 1.82  0.25
H -1.45 -1.51 2.53  0.27
H -2.91 -2.89 1.55  0.25



Molecular formula: CH6N2Si
Method: DFT, ωB97M-V with the def2-TZVPD basis set

Summary:
E_HOMO in eV: -9.6
Spin multiplicity: 1
E in eV: -11987.0788

Last column: Mulliken charge in e.
Cartesian coordinates (Å):
C 0.35 0.00 -0.39  0.09
N 1.47 -0.74 0.01  -0.42
N 1.41 0.71 0.32  -0.44
Si -1.51 0.05 0.17  0.38
H 0.56 0.10 -1.90  0.21
H 1.28 -1.22 0.85  0.25
H 2.04 1.30 -0.15  0.22
H -2.27 1.18 -0.35  -0.09
H -1.72 -0.05 1.56  -0.10
H -1.61 -1.33 -0.10  -0.09



Molecular formula: CH6N3
Method: DFT, ωB97M-V with the def2-TZVPD basis set

Summary:
Total charge: +1
SMILES string: NC(N)=[NH2+]
E_HOMO in eV: -15.7
Spin multiplicity: 1
E in eV: -5598.0246

Last column: Mulliken charge in e.
Cartesian coordinates (Å):
N -0.64 -0.59 1.00  -0.45
C 0.04 0.07 -0.01  0.56
N 1.26 -0.41 -0.20  -0.32
N -0.61 0.92 -0.84  -0.36
H -0.46 -0.31 1.95  0.25
H -1.61 -0.76 0.79  0.24
H 2.05 0.17 -0.47  0.29
H 1.48 -1.19 0.44  0.28
H -0.05 1.56 -1.38  0.24
H -1.45 0.54 -1.27  0.27